(1)
ORCA calculation (ωB97M-V with the def2-TZVPD basis set) on the molecule C3H5BrO at a distorted geometry.

Geometry as XYZ:
```
10
Properties=species:S:1:pos:R:3:forces:R:3
O 0.863 1.529 0.044 -5.100 2.020 -0.906
C -0.162 0.628 -0.355 1.210 -0.017 2.250
C -0.183 -0.852 0.069 -0.384 0.641 -2.277
C -1.139 0.073 0.635 -2.558 0.656 1.420
Br -3.021 0.091 -0.036 0.831 -0.191 0.374
H 1.625 1.102 0.181 4.359 -2.625 0.692
H -0.606 0.900 -1.289 -0.052 -0.140 -0.424
H -0.496 -1.493 -0.727 0.017 -0.629 -0.119
H 0.462 -1.225 0.801 1.276 -0.528 0.647
H -1.194 0.080 1.766 0.401 0.814 -1.657
```
Forces are in eV/Å.

**LUMO level**: 0.91 eV
**Net charge**: 0
**HOMO**: -9.82 eV
**DFT total energy**: -2766.49615 a.u.
**Multiplicity**: 1

Atomic partial charges in e from the Mulliken method, atoms 1 to 4: atom 1 (O): -0.50, atom 2 (C): -0.22, atom 3 (C): -0.68, atom 4 (C): 0.06

---

(2)
ORCA calculation (ωB97M-V with the def2-TZVPD basis set) on a 2-piece molecular cluster, C3H5BrO2P overall at a distorted geometry.

Geometry as XYZ:
```
12
Properties=species:S:1:pos:R:3:forces:R:3
C 1.256 -1.787 0.242 -0.794 0.750 -1.472
C 0.251 -1.150 -0.419 0.274 -1.272 4.000
C -0.176 2.338 -0.289 -2.185 -1.349 2.258
O -2.519 -0.864 -0.511 0.737 -0.098 -0.592
O -1.613 -0.606 1.858 1.712 -0.308 -1.981
P -1.346 -0.679 0.369 -1.154 1.126 1.475
Br 1.607 2.244 -0.952 0.142 0.388 -0.132
H 2.223 -1.996 -0.224 -0.361 0.212 -0.178
H 1.195 -2.149 1.247 -0.425 0.080 0.497
H 0.309 -0.766 -1.372 0.292 0.678 -2.046
H -0.247 2.449 0.850 0.596 0.097 -1.782
H -0.940 2.965 -0.798 1.166 -0.305 -0.047
```
Forces are in eV/Å.

**LUMO level (spin up / spin down)**: 3.41 / 3.41 eV
**Net charge**: -1
**HOMO (spin up / spin down)**: -2.54 / -2.54 eV
**DFT total energy**: -3183.14767 a.u.
**Multiplicity**: 1

Atomic partial charges in e from the Mulliken method, atoms 1 to 4: atom 1 (C): -0.58, atom 2 (C): -0.23, atom 3 (C): -0.79, atom 4 (O): -0.60

---

(3)
ORCA calculation (ωB97M-V with the def2-TZVPD basis set) on a 2-piece molecular cluster, C3H5BrS overall at a distorted geometry.

Geometry as XYZ:
```
10
Properties=species:S:1:pos:R:3:forces:R:3
S 0.103 1.852 1.821 1.604 -1.335 1.579
C 0.781 0.574 2.632 -2.107 1.787 -1.761
Br 2.288 -0.361 2.011 -0.191 0.080 0.466
H 0.107 0.121 3.368 1.025 -0.257 0.167
C -1.452 0.086 -0.146 -1.956 -1.870 -0.106
C -0.306 -0.397 -0.594 -0.247 -1.350 -0.596
H -1.489 1.064 0.251 -0.268 0.929 -0.006
H -2.481 -0.483 -0.077 2.428 0.892 -0.235
H -0.100 -1.403 -0.956 -0.884 -0.163 0.078
H 0.605 0.124 -0.715 0.596 1.288 0.413
```
Forces are in eV/Å.

**LUMO level (spin up / spin down)**: -0.88 / -0.88 eV
**Net charge**: 0
**HOMO (spin up / spin down)**: -9.30 / -9.30 eV
**DFT total energy**: -3089.41580 a.u.
**Multiplicity**: 1

Atomic partial charges in e from the Mulliken method, atoms 1 to 4: atom 1 (S): -0.16, atom 2 (C): -0.16, atom 3 (Br): -0.04, atom 4 (H): 0.36

---

(4)
ORCA calculation (ωB97M-V with the def2-TZVPD basis set) on C3H5CeMgO3 as an isolated structure at a distorted geometry.

Geometry as XYZ:
```
13
Properties=species:S:1:pos:R:3:forces:R:3
O 0.790 -0.668 2.090 -0.344 -0.636 -0.359
C 1.522 0.320 1.606 0.127 0.360 -0.407
C 1.394 0.772 0.344 0.510 0.621 0.688
O 0.493 0.077 -0.469 -0.839 -0.717 0.118
C -0.290 0.844 -1.376 -1.343 -0.380 -0.787
Mg -0.441 -1.378 0.759 0.302 1.000 0.184
H 2.283 0.776 2.253 -0.345 -0.122 -0.125
H 1.863 1.655 -0.086 0.050 -0.451 0.053
H 0.131 0.713 -2.383 -0.034 0.304 0.228
H -0.306 1.905 -1.087 -0.044 -0.404 -0.080
Ce -3.959 -3.571 -0.375 3.074 2.939 0.883
O -2.119 -1.865 0.146 -2.682 -3.157 -0.741
H -1.359 0.420 -1.423 1.567 0.644 0.344
```
Forces are in eV/Å.

**LUMO level (spin up / spin down)**: -5.22 / -5.34 eV
**Net charge**: +1
**HOMO (spin up / spin down)**: -9.80 / -9.80 eV
**DFT total energy**: -1017.93687 a.u.
**Multiplicity**: 3
**⟨S²⟩**: 2.00

Atomic partial charges in e from the Mulliken method, atoms 1 to 4: atom 1 (O): -0.66, atom 2 (C): 0.00, atom 3 (C): -0.30, atom 4 (O): -0.53

---

(5)
ORCA calculation (ωB97M-V with the def2-TZVPD basis set) on C3H5Cl as an isolated structure at a distorted geometry.

Geometry as XYZ:
```
9
Properties=species:S:1:pos:R:3:forces:R:3
C -0.528 -1.128 0.000 -0.157 2.488 -0.417
C 0.613 0.055 -0.115 -3.000 -3.582 1.285
C 0.095 1.239 -0.027 -5.038 0.242 0.518
H -1.477 -0.381 -0.653 2.551 -3.023 2.561
H -0.777 -1.411 1.309 0.755 0.667 -4.673
H -0.193 -1.932 -0.737 -0.934 0.466 1.626
H -0.887 1.903 0.196 1.558 -3.000 -0.928
H 0.781 1.877 0.035 5.692 5.747 0.302
Cl 2.374 -0.221 -0.008 -1.427 -0.005 -0.273
```
Forces are in eV/Å.

**LUMO level**: 0.78 eV
**Net charge**: 0
**HOMO**: -9.74 eV
**DFT total energy**: -577.33689 a.u.
**Multiplicity**: 1

Atomic partial charges in e from the Mulliken method, atoms 1 to 4: atom 1 (C): -0.70, atom 2 (C): 0.36, atom 3 (C): -0.80, atom 4 (H): 0.21

---

(6)
ORCA calculation (ωB97M-V with the def2-TZVPD basis set) on a 2-piece molecular cluster, C3H5Cl2OP overall at a distorted geometry.

Geometry as XYZ:
```
12
Properties=species:S:1:pos:R:3:forces:R:3
O 2.072 1.377 -0.773 -0.199 0.253 0.627
P 0.778 2.083 -1.477 1.188 0.694 -0.164
Cl -0.521 2.152 0.089 -0.483 -0.071 0.429
Cl 0.125 0.549 -2.635 -0.296 -0.563 -0.088
H 2.101 1.419 0.209 -0.223 -0.143 -0.886
C 0.977 -0.967 1.117 -0.364 -0.462 -0.183
C -0.114 -1.201 0.719 -2.420 0.994 -0.837
C -1.545 -1.133 0.362 -0.942 -0.013 0.531
H 1.906 -0.976 1.512 2.331 0.119 0.850
H -2.059 -0.284 0.977 0.887 -1.799 -0.810
H -1.763 -0.852 -0.705 0.544 -0.572 0.930
H -1.958 -2.168 0.605 -0.023 1.564 -0.398
```
Forces are in eV/Å.

**LUMO level**: 0.71 eV
**Net charge**: 0
**HOMO**: -9.63 eV
**DFT total energy**: -1454.27474 a.u.
**Multiplicity**: 1

Atomic partial charges in e from the Mulliken method, atoms 1 to 4: atom 1 (O): -0.41, atom 2 (P): 0.44, atom 3 (Cl): -0.21, atom 4 (Cl): -0.18

---

(7)
ORCA calculation (ωB97M-V with the def2-TZVPD basis set) on a 2-piece molecular cluster, C3H5Cl2P overall at a distorted geometry.

Geometry as XYZ:
```
11
Properties=species:S:1:pos:R:3:forces:R:3
C 2.156 -0.463 0.446 -2.662 3.084 1.730
C 1.127 -0.480 -0.344 -3.918 2.241 -0.927
C -0.749 0.913 -0.207 3.821 -2.383 3.319
P -2.227 -0.004 -0.779 1.270 2.213 -1.856
Cl -1.971 -1.782 -0.037 0.369 -2.189 1.105
Cl -3.473 0.845 0.515 -1.333 0.591 1.090
H 2.853 -1.108 0.148 3.335 -2.549 -0.628
H 2.277 0.208 1.329 -0.082 -0.775 -0.883
H 0.876 -1.006 -1.258 0.455 -0.190 0.337
H -0.502 1.137 0.932 -1.227 -0.703 -2.244
H -0.368 1.740 -0.745 -0.027 0.660 -1.041
```
Forces are in eV/Å.

**LUMO level**: 0.14 eV
**Net charge**: 0
**HOMO**: -9.11 eV
**DFT total energy**: -1378.93104 a.u.
**Multiplicity**: 1

Atomic partial charges in e from the Mulliken method, atoms 1 to 4: atom 1 (C): -0.55, atom 2 (C): -0.19, atom 3 (C): -0.73, atom 4 (P): 0.27

---

(8)
ORCA calculation (ωB97M-V with the def2-TZVPD basis set) on a 2-piece molecular cluster, C3H5Cl3 overall at a distorted geometry.

Geometry as XYZ:
```
11
Properties=species:S:1:pos:R:3:forces:R:3
C -1.725 -0.064 -1.772 0.257 0.706 -2.135
C 1.023 0.105 2.199 -0.551 0.107 1.579
C -1.701 0.175 -0.278 0.077 -0.181 -1.910
Cl 1.757 -0.380 0.781 0.894 0.145 -0.482
Cl -2.129 1.715 0.320 0.052 -0.551 0.326
Cl -1.485 -1.214 0.668 -0.572 0.070 0.323
H -1.674 0.933 -2.352 0.036 -1.304 1.171
H -0.761 -0.643 -2.149 -2.249 0.775 0.924
H -2.733 -0.504 -2.203 2.015 0.273 1.097
H 0.070 -0.400 2.320 0.248 0.464 0.404
H 1.540 0.582 3.066 -0.206 -0.504 -1.297
```
Forces are in eV/Å.

**LUMO level (spin up / spin down)**: 0.01 / 0.13 eV
**Net charge**: 0
**HOMO (spin up / spin down)**: -8.24 / -7.84 eV
**DFT total energy**: -1497.73575 a.u.
**Multiplicity**: 1

Atomic partial charges in e from the Mulliken method, atoms 1 to 4: atom 1 (C): -0.89, atom 2 (C): -0.50, atom 3 (C): 0.42, atom 4 (Cl): -0.09

---

(9)
ORCA calculation (ωB97M-V with the def2-TZVPD basis set) on a 2-piece molecular cluster, C3H5Cl3S overall at a distorted geometry.

Geometry as XYZ:
```
12
Properties=species:S:1:pos:R:3:forces:R:3
C -2.345 0.244 0.421 -1.021 2.230 2.429
C 1.233 0.144 0.034 3.839 0.880 -3.166
C -1.935 -0.944 0.092 0.102 -1.416 -0.790
S 2.761 0.156 -0.671 -1.916 -3.119 3.303
Cl -1.884 -2.314 1.157 0.017 0.381 -0.163
Cl -1.510 -1.320 -1.555 0.101 -0.018 0.264
Cl 4.626 1.158 0.235 -0.018 0.348 0.031
H -2.333 1.088 -0.299 -0.129 -0.824 0.604
H -2.712 0.443 1.517 0.862 -0.366 -2.366
H 2.640 1.116 -1.456 -0.514 2.452 -1.933
H 0.989 -0.568 0.698 -0.229 -2.675 2.176
H 0.469 0.797 -0.174 -1.095 2.128 -0.389
```
Forces are in eV/Å.

**LUMO level (spin up / spin down)**: -0.62 / -0.62 eV
**Net charge**: 0
**HOMO (spin up / spin down)**: -8.81 / -8.81 eV
**DFT total energy**: -1895.94950 a.u.
**Multiplicity**: 1

Atomic partial charges in e from the Mulliken method, atoms 1 to 4: atom 1 (C): -0.61, atom 2 (C): -0.43, atom 3 (C): 0.40, atom 4 (S): 0.08

---

(10)
ORCA calculation (ωB97M-V with the def2-TZVPD basis set) on the molecule C3H5Cl3S at a distorted geometry.

Geometry as XYZ:
```
12
Properties=species:S:1:pos:R:3:forces:R:3
C -0.354 0.307 -0.494 0.784 1.589 -0.176
C -0.193 -1.047 0.175 0.568 -0.653 1.646
S 1.259 -1.988 -0.378 0.423 0.254 -0.687
Cl -1.649 -2.092 -0.072 -0.220 0.487 -0.132
C -0.018 -0.935 1.785 0.983 -2.241 -1.943
Cl 0.156 -2.695 2.346 -0.570 1.160 0.919
Cl 1.424 -0.058 2.251 -0.039 0.384 0.099
H 0.565 0.549 -1.182 -1.824 -0.369 1.481
H -0.431 1.082 0.355 0.167 -0.843 -1.551
H -1.284 0.352 -1.100 0.687 -0.020 0.420
H 1.759 -2.111 0.865 0.265 -0.174 -0.627
H -0.846 -0.504 2.262 -1.224 0.426 0.550
```
Forces are in eV/Å.

**LUMO level**: 0.61 eV
**Net charge**: 0
**HOMO**: -9.26 eV
**DFT total energy**: -1896.03988 a.u.
**Multiplicity**: 1

Atomic partial charges in e from the Mulliken method, atoms 1 to 4: atom 1 (C): -1.12, atom 2 (C): 0.74, atom 3 (S): -0.13, atom 4 (Cl): -0.15